Formula: C42H55N5O18P2
Source: OMol25
Level of theory: ωB97M-V/def2-TZVPD

Calculated values
Structure (SMILES) ... O=[N+]([O-])c1ccccc1.O=[N+]([O-])c1ccccc1.O=[N+]([O-])c1ccccc1.O=[N+]([O-])c1ccccc1.O=[N+]([O-])c1ccccc1.CCOP(=O)(OCC)OCC.CCOP(=O)(OCC)OCC
Electronic energy ... -3943.91851 hartree
F_max ... 0.069 hartree/bohr
Orbital gap ... 9.082 eV

Geometry as ORCA input:
```
! RIJCOSX wB97M-V def2-TZVPD def2/J DEFGRID3
* xyz 0 1
O 2.14 -1.80 -7.52
N 1.45 -2.80 -7.59
O 0.95 -3.30 -8.61
C 1.24 -3.60 -6.32
C 0.20 -4.54 -6.29
C -0.03 -5.27 -5.12
C 0.80 -5.09 -4.04
C 1.81 -4.09 -4.09
C 2.11 -3.37 -5.25
H -0.36 -4.60 -7.21
H -0.97 -5.82 -4.92
H 0.66 -5.65 -3.13
H 2.44 -3.86 -3.24
H 2.94 -2.63 -5.39
O 0.08 -2.47 2.76
N -0.27 -2.42 3.95
O -0.28 -3.33 4.76
C -0.73 -1.14 4.48
C -1.48 -0.25 3.70
C -2.10 0.82 4.35
C -2.05 0.95 5.74
C -1.26 0.10 6.47
C -0.55 -0.94 5.86
H -1.51 -0.39 2.62
H -2.76 1.50 3.78
H -2.51 1.83 6.23
H -1.15 0.08 7.54
H 0.11 -1.60 6.38
O 5.21 -0.78 3.57
N 4.15 -0.32 3.18
O 3.67 -0.50 2.11
C 3.36 0.48 4.20
C 2.17 1.03 3.82
C 1.41 1.73 4.79
C 1.86 1.90 6.07
C 3.08 1.29 6.44
C 3.84 0.52 5.49
H 1.84 0.86 2.80
H 0.47 2.12 4.49
H 1.19 2.35 6.84
H 3.51 1.38 7.45
H 4.79 0.12 5.75
O -4.21 8.13 1.43
N -3.36 7.44 0.90
O -3.23 7.23 -0.32
C -2.29 6.78 1.80
C -1.17 6.29 1.13
C -0.07 5.81 1.80
C -0.11 5.89 3.22
C -1.26 6.39 3.85
C -2.35 6.86 3.16
H -1.17 6.28 0.07
H 0.79 5.42 1.29
H 0.77 5.56 3.77
H -1.28 6.49 4.95
H -3.15 7.34 3.77
O -1.91 1.82 -4.13
N -1.50 2.09 -3.00
O -1.62 3.13 -2.44
C -1.05 0.88 -2.21
C -0.85 1.06 -0.82
C -0.50 -0.06 -0.12
C -0.27 -1.29 -0.78
C -0.37 -1.33 -2.15
C -0.84 -0.30 -2.89
H -0.89 1.97 -0.21
H -0.18 0.08 0.84
H 0.19 -2.09 -0.21
H -0.17 -2.30 -2.55
H -0.86 -0.20 -4.02
C -6.26 -4.53 -0.63
C -5.47 -4.58 -1.94
O -4.14 -4.91 -1.70
P -2.90 -4.78 -2.71
O -2.84 -5.94 -3.65
O -2.92 -3.32 -3.20
C -2.61 -2.99 -4.59
C -3.51 -1.87 -5.10
O -1.65 -4.74 -1.72
C -1.56 -5.74 -0.60
C -0.15 -5.74 -0.04
H -7.30 -4.22 -0.78
H -6.22 -5.51 -0.20
H -5.82 -3.87 0.16
H -5.80 -5.35 -2.66
H -5.52 -3.58 -2.40
H -1.59 -2.54 -4.52
H -2.52 -3.83 -5.22
H -3.31 -1.74 -6.17
H -4.61 -2.18 -5.03
H -3.36 -0.92 -4.65
H -2.21 -5.42 0.21
H -1.74 -6.74 -0.99
H -0.08 -6.62 0.63
H 0.58 -5.77 -0.81
H 0.07 -4.88 0.57
C 1.47 3.36 -2.75
C 1.32 4.15 -1.45
O 2.43 3.78 -0.54
P 2.23 2.58 0.50
O 0.96 2.70 1.21
O 2.45 1.20 -0.21
C 3.59 0.76 -0.97
C 3.20 -0.63 -1.49
O 3.48 2.76 1.42
C 3.71 3.87 2.29
C 5.15 4.23 2.46
H 2.55 3.33 -3.07
H 1.01 2.42 -2.67
H 0.89 3.97 -3.44
H 1.41 5.21 -1.54
H 0.36 4.03 -0.99
H 3.86 1.38 -1.80
H 4.33 0.72 -0.20
H 4.16 -1.08 -1.73
H 2.79 -1.14 -0.66
H 2.52 -0.54 -2.33
H 3.25 4.79 1.95
H 3.36 3.63 3.26
H 5.48 4.69 1.52
H 5.26 4.96 3.26
H 5.61 3.29 2.72
*
```


Formula: C42H56KN5O2P2Si3
Source: OMol25
Level of theory: ωB97M-V/def2-TZVPD

Calculated values
Electronic energy ... -4209.66525 hartree
F_max ... 0.010 hartree/bohr
Energy above the lowest of the compared OMol25 structures with the same formula, charge and spin ... 0.0 kcal/mol
Orbital gap ... 5.062 eV

Geometry as ORCA input:
```
! RIJCOSX wB97M-V def2-TZVPD def2/J DEFGRID3
* xyz -2 1
K 0.64 -0.26 -0.38
O 1.13 2.48 3.55
C 1.08 1.51 2.76
N 1.59 1.36 1.56
C 2.57 2.23 1.08
C 3.57 2.72 1.93
C 4.66 3.43 1.47
C 4.78 3.68 0.11
C 3.80 3.23 -0.75
C 2.67 2.51 -0.31
N 1.74 1.98 -1.22
C 1.47 2.66 -2.33
O 1.80 3.82 -2.66
C 0.61 1.92 -3.36
C 0.42 2.54 -4.60
C -0.36 1.92 -5.56
C -0.94 0.69 -5.26
C -0.69 0.14 -4.01
N 0.06 0.74 -3.09
C 0.31 0.29 3.28
C -0.22 0.38 4.57
C -0.87 -0.70 5.12
C -0.99 -1.86 4.37
C -0.44 -1.86 3.10
N 0.21 -0.83 2.56
H 3.47 2.51 2.99
H 5.42 3.78 2.17
H 5.63 4.23 -0.29
H 3.88 3.43 -1.81
H 0.89 3.50 -4.76
H -0.52 2.38 -6.52
H -1.55 0.16 -5.98
H -1.11 -0.82 -3.72
H -0.09 1.32 5.09
H -1.28 -0.65 6.13
H -1.49 -2.74 4.75
H -0.52 -2.75 2.48
C -2.10 3.00 -1.76
P -2.17 1.64 -0.53
C -1.71 2.61 0.97
C -3.99 1.36 -0.36
C -4.89 1.93 -1.27
C -6.23 1.60 -1.28
C -6.73 0.68 -0.36
C -5.86 0.11 0.56
C -4.50 0.43 0.58
P -3.34 -0.33 1.79
C -3.72 0.76 3.24
C -4.28 -1.80 2.39
H -2.75 3.84 -1.51
H -2.33 2.63 -2.76
H -1.07 3.34 -1.76
H -2.41 3.41 1.20
H -0.72 3.03 0.77
H -1.58 1.96 1.83
H -4.52 2.64 -2.00
H -6.89 2.06 -2.01
H -7.77 0.41 -0.36
H -6.26 -0.60 1.26
H -4.79 0.77 3.45
H -3.39 1.78 3.04
H -3.17 0.40 4.11
H -5.25 -1.56 2.82
H -3.66 -2.25 3.17
H -4.39 -2.54 1.59
C 1.57 -3.84 0.90
Si 2.98 -3.08 -0.12
C 3.55 -1.62 0.94
C 4.40 -4.34 0.01
C 2.44 -2.71 -1.80
Si 3.65 -2.00 -2.95
C 2.97 -0.71 -4.16
C 5.08 -1.10 -2.11
C 4.52 -3.30 -4.04
Si 1.17 -3.77 -2.48
C 0.72 -3.46 -4.30
C 1.52 -5.64 -2.44
C -0.58 -3.64 -1.69
C -1.32 -4.76 -1.28
C -2.63 -4.61 -0.85
C -3.19 -3.35 -0.84
C -2.39 -2.28 -1.22
N -1.13 -2.41 -1.63
H 1.89 -3.96 1.94
H 1.24 -4.82 0.53
H 0.71 -3.17 0.88
H 4.04 -2.00 1.84
H 2.71 -0.99 1.27
H 4.25 -0.96 0.43
H 4.64 -4.57 1.05
H 5.31 -3.94 -0.47
H 4.15 -5.27 -0.51
H 2.69 0.19 -3.60
H 2.08 -1.05 -4.70
H 3.74 -0.44 -4.89
H 4.73 -0.23 -1.56
H 5.79 -0.76 -2.87
H 5.62 -1.75 -1.41
H 3.80 -3.86 -4.65
H 5.05 -4.02 -3.41
H 5.25 -2.84 -4.72
H 1.60 -3.54 -4.94
H 0.30 -2.46 -4.43
H -0.02 -4.20 -4.63
H 2.45 -5.81 -3.00
H 0.73 -6.23 -2.92
H 1.68 -6.02 -1.43
H -0.86 -5.74 -1.31
H -3.21 -5.48 -0.54
H -4.22 -3.17 -0.54
H -2.78 -1.26 -1.20
*
```


Formula: C42H58AsN5SSbSr
Source: OMol25
Level of theory: ωB97M-V/def2-TZVPD

Calculated values
Electronic energy ... -4814.01564 hartree
F_max ... 0.016 hartree/bohr
Energy above the lowest of the compared OMol25 structures with the same formula, charge and spin ... 0.0 kcal/mol
Orbital gap ... 5.627 eV

Geometry as ORCA input:
```
! RIJCOSX wB97M-V def2-TZVPD def2/J DEFGRID3
* xyz -1 1
Sr -0.96 -0.84 -0.14
C -3.19 1.09 1.01
C -3.78 -0.08 0.52
C -3.45 -1.14 1.41
C -2.62 -0.61 2.44
C -2.47 0.78 2.19
C -1.92 1.82 3.13
C -2.18 -1.36 3.66
C -4.05 -2.51 1.36
C -4.79 -0.14 -0.59
C -3.46 2.49 0.54
H -2.64 2.64 3.25
H -1.00 2.31 2.79
H -1.73 1.42 4.13
H -3.01 -1.54 4.36
H -1.41 -0.81 4.21
H -1.75 -2.34 3.41
H -5.12 -2.46 1.12
H -3.96 -3.01 2.33
H -3.60 -3.17 0.61
H -5.72 0.35 -0.31
H -5.03 -1.17 -0.85
H -4.43 0.34 -1.50
H -4.09 3.03 1.26
H -3.98 2.50 -0.41
H -2.54 3.08 0.43
C -0.69 -5.81 0.76
C -1.13 -4.51 0.47
N -0.62 -3.42 1.00
C 0.40 -3.56 1.88
C 0.92 -4.82 2.23
C 0.35 -5.96 1.64
C 1.99 -4.94 3.18
C 2.50 -3.84 3.77
C 1.99 -2.54 3.45
C 2.49 -1.38 4.07
C 1.96 -0.16 3.74
C 0.95 -0.12 2.77
N 0.48 -1.18 2.16
C 0.97 -2.39 2.50
H -1.16 -6.66 0.28
H -1.95 -4.35 -0.22
H 0.73 -6.94 1.89
H 2.36 -5.92 3.41
H 3.30 -3.92 4.49
H 3.29 -1.46 4.80
H 2.32 0.76 4.19
H 0.52 0.82 2.47
N 5.15 -0.30 -2.67
C 4.31 -1.06 -2.43
N 3.42 -2.01 -2.22
C 2.39 -1.83 -1.46
N 1.42 -1.82 -0.81
C -0.88 2.05 -4.90
C -1.52 2.66 -3.83
C -1.46 2.08 -2.56
C -0.80 0.87 -2.27
C -0.17 0.32 -3.40
C -0.19 0.87 -4.68
H -0.91 2.50 -5.89
H -2.06 3.59 -3.98
H -1.97 2.62 -1.76
H 0.40 -0.61 -3.27
H 0.34 0.39 -5.49
C 3.21 5.19 1.93
C 2.51 3.86 2.20
C 1.62 3.96 3.44
Sb 1.37 3.02 0.52
C 1.36 4.78 -0.75
C 0.22 5.70 -0.32
C 1.23 4.39 -2.22
C 3.04 1.98 -0.39
C 4.25 2.85 -0.72
C 3.45 0.80 0.48
H 3.79 5.49 2.81
H 2.49 5.98 1.73
H 3.89 5.13 1.08
H 3.28 3.10 2.39
H 0.84 4.72 3.30
H 2.20 4.25 4.32
H 1.11 3.02 3.67
H 2.31 5.29 -0.60
H -0.75 5.20 -0.45
H 0.20 6.61 -0.92
H 0.29 5.99 0.73
H 0.29 3.87 -2.42
H 2.03 3.72 -2.54
H 1.26 5.28 -2.85
H 2.62 1.58 -1.33
H 4.73 3.19 0.20
H 3.98 3.73 -1.31
H 4.98 2.27 -1.29
H 3.81 1.13 1.46
H 4.27 0.25 0.00
H 2.63 0.09 0.63
C -2.68 -5.06 -4.30
As -1.65 -3.59 -3.59
C 0.00 -4.40 -2.99
C -1.12 -2.61 -5.16
S -2.78 -2.53 -2.17
H -2.11 -5.58 -5.08
H -3.61 -4.67 -4.70
H -2.91 -5.75 -3.49
H 0.44 -4.94 -3.83
H -0.20 -5.08 -2.17
H 0.68 -3.61 -2.65
H -0.69 -3.29 -5.89
H -0.40 -1.86 -4.87
H -2.00 -2.10 -5.56
*
```


Formula: C42H58BN10PPb
Source: OMol25
Level of theory: ωB97M-V/def2-TZVPD

Calculated values
Electronic energy ... -2741.53473 hartree
F_max ... 0.014 hartree/bohr
Orbital gap ... 8.752 eV

Geometry as ORCA input:
```
! RIJCOSX wB97M-V def2-TZVPD def2/J DEFGRID3
* xyz 2 1
Pb 1.11 -0.75 -0.75
C 0.38 -3.94 -4.89
C -0.06 -3.43 -3.52
C -1.50 -3.88 -3.20
C 0.83 -3.89 -2.42
C 1.28 -5.19 -2.17
C 1.90 -5.12 -0.94
N 1.82 -3.86 -0.48
N 1.17 -3.09 -1.39
B 2.24 -3.42 0.93
N 3.39 -2.40 0.86
C 4.61 -2.60 1.40
C 5.40 -1.52 1.09
C 4.59 -0.68 0.33
N 3.37 -1.22 0.20
C 4.99 0.64 -0.26
C 6.33 0.53 -0.99
C 5.04 1.72 0.82
N 1.01 -2.87 1.71
C 0.70 -3.30 2.95
C -0.58 -2.90 3.25
C -1.02 -2.23 2.10
N -0.05 -2.21 1.18
C -2.43 -1.77 1.91
C -2.61 -0.82 0.73
C -3.38 -2.97 1.78
H -0.27 -3.56 -5.67
H 0.34 -5.03 -4.93
H 1.41 -3.64 -5.11
H -0.03 -2.34 -3.54
H -1.56 -4.96 -3.21
H -2.21 -3.49 -3.93
H -1.79 -3.53 -2.20
H 1.19 -6.05 -2.80
H 2.39 -5.89 -0.37
H 2.64 -4.38 1.53
H 4.82 -3.50 1.96
H 6.43 -1.36 1.37
H 4.23 0.91 -1.00
H 7.14 0.35 -0.29
H 6.55 1.45 -1.52
H 6.32 -0.29 -1.71
H 4.12 1.75 1.40
H 5.20 2.70 0.37
H 5.86 1.53 1.51
H 1.41 -3.86 3.54
H -1.13 -3.08 4.16
H -2.70 -1.23 2.81
H -2.15 -1.26 -0.16
H -0.96 0.35 1.04
H -3.67 -0.66 0.52
H -3.18 -3.53 0.87
H -4.42 -2.63 1.76
H -3.26 -3.65 2.63
C 2.72 1.72 -2.95
C 2.16 2.61 -1.83
N 0.76 2.28 -1.54
C -0.16 2.60 -2.63
C -1.12 1.45 -2.96
N -0.41 0.18 -3.17
C 0.47 0.15 -4.34
C 1.90 -0.33 -4.05
N 2.48 0.26 -2.82
H 3.79 1.91 -3.04
H 2.28 2.05 -3.89
H 2.74 2.48 -0.92
H 2.27 3.65 -2.16
H 0.49 2.77 -0.69
H 0.42 2.84 -3.52
H -0.76 3.50 -2.41
H -1.71 1.74 -3.83
H -1.81 1.30 -2.13
H -1.11 -0.55 -3.25
H 0.51 1.16 -4.76
H 0.07 -0.49 -5.13
H 2.50 -0.07 -4.93
H 1.92 -1.41 -3.92
H 3.35 -0.22 -2.63
N -1.96 0.49 0.93
P -2.51 1.69 1.96
C -0.97 2.58 2.27
C 0.16 1.85 2.64
C 1.38 2.50 2.77
C 1.47 3.86 2.54
C 0.33 4.59 2.22
C -0.89 3.95 2.08
C -3.63 2.71 1.01
C -4.84 3.18 1.52
C -5.64 3.99 0.73
C -5.23 4.35 -0.55
C -4.01 3.91 -1.04
C -3.21 3.09 -0.27
C -3.33 1.21 3.48
C -4.57 0.57 3.42
C -5.24 0.26 4.59
C -4.68 0.58 5.82
C -3.45 1.21 5.88
C -2.77 1.53 4.72
H 0.09 0.78 2.85
H 2.26 1.93 3.06
H 2.42 4.36 2.63
H 0.40 5.66 2.07
H -1.78 4.52 1.81
H -5.16 2.92 2.52
H -6.59 4.35 1.11
H -5.85 4.99 -1.16
H -3.68 4.21 -2.03
H -2.26 2.73 -0.64
H -5.02 0.33 2.46
H -6.20 -0.24 4.54
H -5.22 0.35 6.73
H -3.01 1.46 6.84
H -1.81 2.02 4.77
*
```